91
Properties=species:S:1:pos:R:3:lowdin_charge:R:1 method="wB97M-V/def2-TZVPD" homo_energy_ev="-8.944 / -8.953" relative_energy_ev=0.000 e_tot_ha=-5784.3395 charge=+1 orbital_gap_ha="0.148 / 0.148"
Rh 1.06 0.54 0.04 1.087
C 1.79 0.32 6.57 -0.059
C 0.78 1.29 6.57 -0.059
C 0.26 1.78 5.38 -0.004
C 0.76 1.26 4.20 -0.118
C 0.43 1.52 2.80 -0.267
N 1.20 0.71 2.02 0.000
C 2.04 -0.01 2.80 -0.264
N 3.03 -0.80 2.40 0.218
C 3.33 -1.04 1.14 -0.323
C 4.52 -1.79 0.71 -0.126
C 5.58 -2.32 1.42 0.000
C 6.59 -2.93 0.69 -0.055
C 6.54 -2.99 -0.70 -0.055
C 5.47 -2.45 -1.41 0.001
C 4.46 -1.86 -0.67 -0.117
C 3.25 -1.14 -1.08 -0.283
N 2.87 -1.01 -2.34 0.223
C 1.90 -0.19 -2.73 -0.253
N 1.17 0.64 -1.95 0.004
C 0.41 1.46 -2.74 -0.266
N -0.34 2.47 -2.35 0.227
C -0.58 2.78 -1.09 -0.292
N -0.18 2.11 0.03 0.001
C -0.66 2.74 1.14 -0.262
N -0.42 2.44 2.40 0.229
C -1.48 3.88 0.70 -0.110
C -2.20 4.81 1.42 -0.001
C -2.87 5.79 0.69 -0.057
C -2.80 5.83 -0.71 -0.059
C -2.07 4.89 -1.42 -0.005
C -1.41 3.91 -0.68 -0.121
C 0.63 1.08 -4.14 -0.121
C 0.11 1.57 -5.32 -0.010
C 0.52 0.97 -6.50 -0.056
C 1.44 -0.08 -6.49 -0.058
C 1.98 -0.56 -5.31 0.001
C 1.54 0.03 -4.13 -0.110
N 2.60 -0.71 0.03 -0.035
C 1.76 0.29 4.20 -0.111
C 2.30 -0.19 5.38 0.000
H 2.19 -0.03 7.51 0.109
H 0.41 1.67 7.51 0.109
H -0.52 2.53 5.37 0.119
H 5.60 -2.27 2.50 0.119
H 7.44 -3.36 1.21 0.110
H 7.35 -3.46 -1.24 0.110
H 5.43 -2.49 -2.49 0.119
H -2.24 4.78 2.50 0.119
H -3.46 6.54 1.21 0.109
H -3.33 6.61 -1.25 0.109
H -2.00 4.91 -2.50 0.119
H -0.60 2.39 -5.31 0.120
H 0.13 1.33 -7.44 0.109
H 1.75 -0.52 -7.43 0.110
H 2.69 -1.37 -5.29 0.119
H 3.08 -0.94 5.37 0.119
F -2.69 -6.62 -0.30 0.166
C -2.27 -5.36 -0.23 -0.125
C -3.15 -4.33 -0.47 -0.126
F -4.42 -4.59 -0.76 0.157
C -2.72 -3.02 -0.39 -0.208
F -3.65 -2.09 -0.58 0.120
C -1.39 -2.69 -0.10 -0.263
P -1.01 -0.86 0.00 1.179
C -1.86 -0.28 -1.50 -0.362
C -2.63 0.88 -1.59 -0.102
C -3.21 1.24 -2.80 -0.045
C -3.00 0.47 -3.93 -0.052
C -2.18 -0.65 -3.87 -0.054
C -1.61 -1.02 -2.66 -0.099
C -1.96 -0.54 1.52 -0.343
C -1.38 -1.09 2.67 -0.110
C -2.04 -1.03 3.89 -0.053
C -3.28 -0.40 3.98 -0.051
C -3.86 0.13 2.84 -0.049
C -3.22 0.05 1.61 -0.066
C -0.53 -3.76 0.17 -0.572
Br 1.25 -3.55 0.71 0.962
C -0.97 -5.07 0.10 -0.266
F -0.15 -6.08 0.36 0.095
H -2.77 1.52 -0.73 0.097
H -3.81 2.14 -2.85 0.118
H -3.46 0.76 -4.87 0.117
H -1.98 -1.23 -4.75 0.120
H -0.96 -1.89 -2.62 0.118
H -0.42 -1.59 2.61 0.092
H -1.58 -1.46 4.77 0.118
H -3.79 -0.34 4.93 0.114
H -4.84 0.59 2.90 0.115
H -3.73 0.42 0.74 0.095

---

90
Properties=species:S:1:pos:R:3:lowdin_charge:R:1 method="wB97M-V/def2-TZVPD" homo_energy_ev="-2.652 / -4.083" relative_energy_ev=0.000 e_tot_ha=-5996.3794 charge=-1 s_squared=0.84 orbital_gap_ha="0.135 / 0.188" spin_multiplicity=2
Hg 0.94 0.11 -0.46 1.160
I 1.00 7.18 -7.09 0.808
C 0.72 5.61 -5.73 -0.737
C 1.80 4.79 -5.41 -0.149
C 1.61 3.77 -4.49 -0.020
C 0.38 3.56 -3.88 -0.217
C -0.68 4.39 -4.23 -0.028
C -0.52 5.41 -5.16 -0.155
C 0.26 2.50 -2.84 -0.066
C 0.33 1.17 -3.33 -0.256
C 0.29 0.78 -4.71 -0.028
C 0.49 -0.57 -4.77 -0.026
C 0.66 -1.04 -3.40 -0.240
C 1.00 -2.37 -2.97 -0.074
C 1.26 -3.37 -4.03 -0.201
C 2.48 -4.05 -4.09 -0.040
C 2.73 -5.02 -5.05 -0.155
C 1.76 -5.31 -5.99 -0.742
I 2.14 -6.76 -7.46 0.797
C 0.54 -4.65 -5.97 -0.157
C 0.30 -3.70 -4.99 -0.039
C 1.18 -2.83 -1.62 -0.263
N 1.09 -2.07 -0.51 -0.042
C 1.32 -2.83 0.62 -0.293
C 1.33 -2.36 1.96 -0.081
C 1.78 -3.37 2.96 -0.215
C 0.91 -3.93 3.88 -0.025
C 1.33 -4.91 4.78 -0.153
C 2.65 -5.32 4.75 -0.737
I 3.29 -6.83 6.06 0.808
C 3.56 -4.76 3.86 -0.148
C 3.11 -3.79 2.97 -0.024
C 1.08 -1.07 2.47 -0.254
C 1.24 -0.64 3.83 -0.019
C 1.04 0.71 3.86 -0.017
C 0.74 1.13 2.50 -0.250
N 0.74 0.03 1.72 -0.018
C 0.57 2.48 2.06 -0.093
C 0.37 2.94 0.72 -0.265
C 0.31 4.33 0.30 -0.024
C 0.24 4.34 -1.07 -0.026
C 0.24 2.97 -1.51 -0.263
N 0.29 2.18 -0.38 -0.028
C 0.78 3.54 3.09 -0.227
C -0.29 4.16 3.73 -0.024
C -0.08 5.16 4.68 -0.156
C 1.22 5.53 4.98 -0.740
I 1.56 7.06 6.38 0.802
C 2.30 4.93 4.36 -0.153
C 2.07 3.94 3.42 -0.022
C 1.54 -4.17 0.17 -0.028
C 1.45 -4.18 -1.19 -0.030
N 0.53 0.03 -2.60 -0.022
H 2.77 4.94 -5.87 0.090
H 2.44 3.12 -4.24 0.127
H -1.65 4.22 -3.78 0.125
H -1.35 6.05 -5.42 0.089
H 0.11 1.45 -5.55 0.104
H 0.53 -1.18 -5.65 0.090
H 3.25 -3.81 -3.36 0.118
H 3.68 -5.54 -5.06 0.089
H -0.22 -4.88 -6.70 0.088
H -0.67 -3.21 -4.96 0.120
H -0.13 -3.60 3.90 0.126
H 0.63 -5.34 5.48 0.089
H 4.59 -5.08 3.86 0.090
H 3.81 -3.34 2.28 0.106
H 1.51 -1.28 4.66 0.101
H 1.09 1.36 4.72 0.100
H 0.33 5.18 0.96 0.099
H 0.20 5.20 -1.71 0.100
H -1.30 3.86 3.49 0.122
H -0.92 5.62 5.17 0.088
H 3.31 5.24 4.60 0.088
H 2.91 3.46 2.92 0.119
H 1.71 -5.02 0.82 0.104
H 1.53 -5.04 -1.84 0.098
Se 4.27 -1.11 -0.23 1.170
N 3.41 0.43 -0.41 -0.266
C 4.29 1.40 -0.21 -0.370
C 3.97 2.79 -0.26 -0.005
C 4.96 3.68 -0.03 -0.072
C 6.31 3.26 0.24 -0.083
C 6.65 1.95 0.28 -0.032
C 5.64 0.96 0.06 -0.397
N 5.83 -0.35 0.09 -0.239
H 2.95 3.10 -0.48 0.104
H 4.74 4.74 -0.05 0.105
H 7.07 4.01 0.40 0.099
H 7.67 1.63 0.48 0.109

---

95
Properties=species:S:1:pos:R:3:lowdin_charge:R:1 method="wB97M-V/def2-TZVPD" homo_energy_ev="-7.351 / -7.512" e_tot_ha=-3108.3531 s_squared=0.82 orbital_gap_ha="0.200 / 0.203" spin_multiplicity=2
Tc -0.17 -0.32 0.90 1.654
C 5.91 0.09 5.72 -0.082
C 5.37 1.27 5.24 -0.071
C 4.30 1.25 4.37 -0.033
C 3.76 0.04 3.95 -0.212
C 4.33 -1.15 4.41 -0.029
C 5.39 -1.12 5.30 -0.073
C 2.60 -0.04 3.05 -0.047
C 1.38 0.48 3.48 -0.200
C 1.15 1.12 4.75 0.024
C -0.19 1.36 4.83 0.038
C -0.78 0.80 3.64 -0.217
N 0.20 0.36 2.81 0.001
C -2.12 0.46 3.52 -0.045
C -2.56 -0.61 2.72 -0.212
C -3.85 -1.21 2.81 0.030
C -3.88 -2.23 1.91 0.028
C -2.63 -2.21 1.22 -0.208
C -2.41 -2.91 0.03 -0.064
C -3.30 -4.03 -0.32 -0.208
C -3.30 -5.17 0.49 -0.026
C -4.04 -6.28 0.13 -0.076
C -4.81 -6.26 -1.02 -0.083
C -4.84 -5.12 -1.81 -0.068
C -4.09 -4.01 -1.46 -0.040
C -1.39 -2.60 -0.87 -0.236
N -0.39 -1.69 -0.64 0.005
C 0.53 -1.86 -1.64 -0.229
C 1.88 -1.51 -1.53 -0.052
C 2.76 -1.68 -2.71 -0.207
C 3.71 -2.69 -2.73 -0.043
C 4.57 -2.82 -3.80 -0.070
C 4.49 -1.93 -4.86 -0.080
C 3.53 -0.93 -4.85 -0.069
C 2.67 -0.81 -3.78 -0.019
C 2.48 -1.20 -0.30 -0.219
C 3.89 -1.11 -0.10 0.025
C 4.08 -0.81 1.22 0.025
C 2.78 -0.65 1.80 -0.213
N 1.82 -0.96 0.88 -0.001
C 0.02 -2.78 -2.62 -0.012
C -1.15 -3.27 -2.12 0.003
N -1.82 -1.26 1.77 0.005
C -3.05 1.22 4.39 -0.197
C -3.67 0.67 5.51 -0.040
C -4.44 1.47 6.34 -0.080
C -4.61 2.81 6.05 -0.082
C -4.00 3.36 4.94 -0.057
C -3.22 2.58 4.12 -0.002
H 6.74 0.11 6.41 0.103
H 5.78 2.22 5.56 0.105
H 3.88 2.17 4.00 0.126
H 3.91 -2.09 4.09 0.123
H 5.81 -2.05 5.67 0.105
H 1.90 1.32 5.48 0.112
H -0.72 1.80 5.65 0.121
H -4.63 -0.89 3.47 0.114
H -4.69 -2.89 1.69 0.119
H -2.69 -5.18 1.38 0.121
H -4.01 -7.16 0.75 0.103
H -5.38 -7.13 -1.30 0.103
H -5.45 -5.09 -2.70 0.106
H -4.12 -3.12 -2.06 0.078
H 3.75 -3.39 -1.91 0.126
H 5.30 -3.61 -3.81 0.105
H 5.17 -2.01 -5.70 0.104
H 3.47 -0.24 -5.68 0.106
H 1.94 -0.01 -3.76 0.111
H 4.64 -1.24 -0.85 0.114
H 5.00 -0.65 1.73 0.119
H 0.52 -3.06 -3.52 0.123
H -1.78 -4.02 -2.55 0.116
H -3.52 -0.37 5.75 0.119
H -4.91 1.04 7.21 0.103
H -5.21 3.44 6.70 0.102
H -4.14 4.41 4.70 0.111
H -2.75 3.02 3.25 0.106
O -0.30 5.71 0.23 0.144
C -0.45 4.53 0.03 -0.249
C 0.52 3.62 -0.70 -0.286
O 1.36 3.95 -1.50 0.105
C 0.16 2.28 -0.22 -0.291
C -1.13 2.30 0.39 -0.290
O -1.62 1.20 0.81 -0.103
C -1.60 3.68 0.55 -0.283
O -2.64 4.08 1.03 0.099
O 0.82 1.19 -0.21 -0.085
N -1.78 1.67 -3.08 0.103
C -2.07 0.36 -3.16 -0.986
N -1.29 -0.41 -3.93 0.093
S -3.39 -0.29 -2.39 0.630
H -1.05 2.08 -3.63 0.110
H -2.43 2.27 -2.61 0.095
H -0.39 -0.09 -4.26 0.090
H -1.42 -1.41 -3.87 0.063

---

107
Properties=species:S:1:pos:R:3:lowdin_charge:R:1 method="wB97M-V/def2-TZVPD" homo_energy_ev=-2.486 relative_energy_ev=0.000 e_tot_ha=-6076.2776 charge=-2 orbital_gap_ha=0.222
Ba 0.12 -0.37 0.99 1.832
C -2.13 4.01 2.45 -0.046
C -1.32 2.72 2.50 -0.269
N -1.65 1.68 1.79 -0.029
N -2.86 1.91 1.09 -0.093
C -3.29 1.07 0.21 -1.117
S -2.73 -0.42 -0.48 0.433
S -4.80 1.55 -0.69 0.823
C -5.15 3.26 -0.20 -0.450
C -4.39 4.32 -0.99 -0.275
C -5.05 5.50 -1.34 -0.066
C -4.38 6.52 -2.01 -0.112
C -3.04 6.37 -2.34 -0.112
C -2.38 5.20 -2.00 -0.081
C -3.05 4.18 -1.34 -0.061
C -0.17 2.74 3.45 -0.100
C -0.24 3.62 4.54 -0.076
C 0.75 3.74 5.50 -0.135
C 1.90 2.96 5.36 -0.122
C 2.02 2.08 4.31 -0.035
C 0.99 1.91 3.33 -0.382
O 1.13 1.05 2.38 -0.472
H -2.56 4.14 1.47 0.041
H -1.49 4.86 2.68 0.073
H -2.95 3.98 3.18 0.090
H -4.92 3.32 0.86 0.068
H -6.22 3.42 -0.33 0.061
H -6.09 5.62 -1.07 0.101
H -4.91 7.43 -2.27 0.089
H -2.51 7.17 -2.86 0.092
H -1.33 5.07 -2.24 0.087
H -2.52 3.27 -1.08 0.069
H -1.13 4.23 4.67 0.091
H 0.64 4.42 6.33 0.079
H 2.70 3.04 6.09 0.088
H 2.91 1.46 4.18 0.105
Cl 4.12 -1.13 -0.44 0.619
C 3.50 0.40 -1.11 -0.692
C 2.25 0.82 -0.70 -0.243
C 1.89 2.07 -1.17 -0.674
Cl 0.33 2.73 -0.67 0.684
C 2.67 2.85 -2.03 -0.712
Cl 2.17 4.43 -2.55 0.647
C 3.89 2.33 -2.48 -0.729
Cl 4.85 3.22 -3.61 0.621
C 4.32 1.08 -2.01 -0.720
Cl 5.81 0.42 -2.60 0.610
N 4.62 -5.62 4.93 0.154
C 4.53 -4.27 5.17 -0.488
O 5.17 -3.74 6.07 0.052
C 3.60 -3.52 4.26 -0.146
C 2.95 -2.39 4.74 0.016
C 2.06 -1.73 3.90 -0.109
N 1.82 -2.13 2.64 0.021
C 2.48 -3.20 2.18 -0.139
C 3.37 -3.93 2.95 -0.029
H 5.14 -6.16 5.58 0.097
H 3.92 -6.07 4.36 0.087
H 3.10 -2.05 5.76 0.123
H 1.51 -0.86 4.25 0.097
H 2.27 -3.48 1.15 0.096
H 3.89 -4.78 2.51 0.103
O 0.37 -1.91 -1.01 -0.565
P 0.35 -1.91 -2.50 0.787
C 1.64 -2.99 -3.17 -0.257
C 2.50 -3.61 -2.27 -0.083
C 3.49 -4.47 -2.73 -0.076
C 3.62 -4.73 -4.09 -0.095
C 2.75 -4.12 -4.99 -0.090
C 1.77 -3.25 -4.53 -0.082
C -1.20 -2.64 -3.09 -0.265
C -1.85 -3.52 -2.24 -0.073
C -3.03 -4.14 -2.64 -0.075
C -3.56 -3.87 -3.89 -0.092
C -2.92 -2.98 -4.75 -0.086
C -1.74 -2.36 -4.35 -0.079
C 0.52 -0.31 -3.30 -0.266
C -0.55 0.59 -3.22 -0.093
C -0.45 1.84 -3.82 -0.083
C 0.70 2.19 -4.52 -0.105
C 1.76 1.30 -4.60 -0.091
C 1.68 0.05 -4.00 -0.075
H 2.40 -3.39 -1.21 0.065
H 4.17 -4.94 -2.02 0.103
H 4.39 -5.40 -4.45 0.097
H 2.85 -4.31 -6.06 0.097
H 1.09 -2.78 -5.24 0.106
H -1.45 -3.69 -1.24 0.114
H -3.55 -4.81 -1.96 0.104
H -4.49 -4.34 -4.20 0.097
H -3.35 -2.75 -5.72 0.097
H -1.26 -1.64 -5.00 0.104
H -1.44 0.33 -2.64 0.049
H -1.28 2.55 -3.73 0.105
H 0.78 3.17 -4.98 0.095
H 2.68 1.59 -5.11 0.099
H 2.53 -0.61 -4.03 0.108
N -3.33 -2.14 2.48 0.158
C -2.23 -1.86 3.23 -0.524
O -1.18 -1.48 2.64 -0.326
C -2.31 -2.04 4.66 -0.210
C -3.54 -2.43 5.26 -0.279
N -4.57 -2.74 5.70 0.078
C -1.14 -1.94 5.47 -0.234
N -0.20 -1.89 6.15 0.116
H -4.22 -2.23 2.94 0.078
H -3.32 -1.74 1.54 0.008

---

100
Properties=species:S:1:pos:R:3:lowdin_charge:R:1 method="wB97M-V/def2-TZVPD" homo_energy_ev="-4.152 / -4.025" relative_energy_ev=1.757 e_tot_ha=-3693.6610 charge=-1 orbital_gap_ha="0.189 / 0.184"
Sc -0.45 -0.01 0.87 0.980
C 4.95 -0.63 -3.00 -0.105
C 5.09 -1.82 -2.30 -0.085
C 4.41 -1.99 -1.08 -0.007
C 3.61 -0.93 -0.64 -0.112
C 2.63 -0.83 0.47 -0.323
N 1.78 0.18 0.27 0.095
C 2.30 0.98 -0.70 -0.274
N 1.87 2.13 -1.13 0.203
C 0.88 2.69 -0.59 -0.328
C 0.62 4.14 -0.80 -0.072
C 1.22 5.07 -1.66 -0.013
C 0.74 6.38 -1.63 -0.085
C -0.34 6.73 -0.80 -0.083
C -0.81 5.80 0.13 -0.030
C -0.35 4.49 0.14 -0.110
C -0.75 3.26 0.80 -0.223
N -1.50 3.26 1.93 0.204
C -1.65 2.23 2.69 -0.280
N -1.08 1.02 2.77 0.071
C -1.37 0.37 3.91 -0.244
N -0.78 -0.65 4.50 0.188
C 0.29 -1.20 3.93 -0.265
N 0.79 -1.02 2.64 0.097
C 1.96 -1.83 2.50 -0.213
N 2.73 -1.77 1.36 0.204
C 2.07 -2.64 3.65 -0.169
C 2.94 -3.67 4.00 -0.031
C 2.98 -4.18 5.25 -0.097
C 2.05 -3.77 6.23 -0.104
C 1.13 -2.80 5.91 0.007
C 1.22 -2.13 4.59 -0.074
C -2.20 1.31 4.81 -0.048
C -2.84 1.25 6.03 -0.036
C -3.51 2.37 6.46 -0.117
C -3.69 3.50 5.72 -0.059
C -3.19 3.51 4.35 -0.005
C -2.44 2.45 3.97 -0.095
N 0.04 2.21 0.38 0.104
C 3.42 0.25 -1.36 -0.108
C 4.08 0.39 -2.59 -0.016
H 5.40 -0.62 -3.91 0.060
H 5.47 -2.67 -2.92 0.112
H 4.55 -2.87 -0.51 0.091
H 1.99 4.88 -2.32 0.086
H 1.25 7.10 -2.26 0.094
H -0.72 7.73 -0.87 0.091
H -1.58 6.14 0.82 0.112
H 3.61 -3.90 3.18 0.111
H 3.67 -4.96 5.57 0.099
H 2.17 -4.29 7.14 0.083
H 0.59 -2.35 6.73 0.095
H -2.83 0.33 6.54 0.096
H -3.97 2.16 7.39 0.088
H -4.25 4.39 6.01 0.095
H -3.40 4.31 3.70 0.093
H 3.93 1.17 -3.35 0.113
O -4.36 0.54 -0.77 -0.002
C -3.14 0.30 -0.74 -0.704
O -2.41 0.52 0.27 -0.131
C -2.61 -0.33 -2.08 -0.255
P -0.84 -0.02 -2.24 1.064
C -0.35 -1.32 -3.38 -0.375
C -1.26 -1.75 -4.45 -0.042
C -0.82 -2.79 -5.22 -0.119
C 0.38 -3.45 -5.03 -0.091
C 1.32 -2.92 -4.13 -0.085
C 0.93 -1.87 -3.33 -0.120
C -0.86 1.38 -3.47 -0.294
C 0.21 1.60 -4.42 -0.087
C 0.16 2.59 -5.36 -0.107
C -0.93 3.45 -5.44 -0.102
C -1.90 3.32 -4.50 -0.093
C -1.91 2.32 -3.51 -0.066
H -3.13 0.18 -2.92 0.091
H -2.79 -1.38 -1.83 0.076
H -2.23 -1.32 -4.44 0.088
H -1.37 -3.05 -6.11 0.095
H 0.64 -4.29 -5.69 0.107
H 2.33 -3.32 -4.03 0.100
H 1.67 -1.24 -2.66 0.132
H 1.03 0.92 -4.30 0.085
H 0.96 2.76 -6.12 0.114
H -0.93 4.18 -6.21 0.088
H -2.70 3.98 -4.44 0.084
H -2.64 2.25 -2.73 0.096
C -2.67 -3.51 0.27 -0.026
C -1.14 -3.29 0.42 -0.747
C -0.36 -3.98 -0.68 -0.031
C -0.77 -3.99 1.74 -0.052
O -0.81 -1.95 0.50 -0.301
H -2.92 -4.54 0.01 0.080
H -3.01 -2.79 -0.49 0.060
H -3.22 -3.16 1.17 0.091
H -0.43 -5.02 -0.51 0.058
H 0.74 -3.46 -0.55 0.146
H -0.68 -3.65 -1.67 0.061
H -1.12 -5.05 1.77 0.090
H -1.10 -3.36 2.62 0.103
H 0.30 -4.10 1.77 0.059